No. 1
{"formula": "C11H24ClIN2O2PSY", "method": "the ωB97M-V functional and the def2-TZVPD basis", "symbols": ["C", "C", "H", "H", "H", "O", "I", "Y", "P", "C", "C", "H", "H", "H", "C", "H", "H", "H", "H", "H", "H", "C", "O", "Cl", "C", "N", "C", "C", "S", "N", "C", "C", "H", "H", "H", "H", "H", "H", "H", "H", "H", "H", "H", "H"], "xyz": [[-2.82395, 2.23700, -5.30688], [-2.76544, 0.84224, -5.00194], [-3.64780, 2.44640, -6.02784], [-1.85091, 2.50772, -5.74767], [-2.97376, 2.78172, -4.35647], [-2.93125, -0.30505, -4.86171], [-3.40325, 2.36270, -0.42591], [-0.94304, 0.99702, -0.97175], [1.34326, -0.71858, -2.06776], [1.48974, -2.54805, -2.01709], [0.95938, -0.61696, -3.88374], [3.37958, 0.60937, -1.84672], [3.70392, -0.84220, -2.85357], [3.55082, -0.98878, -1.07937], [3.17216, -0.45972, -1.96746], [0.81706, 0.43916, -4.15054], [1.76499, -1.05050, -4.49482], [2.21659, -2.89423, -2.76775], [0.51052, -3.00235, -2.21020], [0.02022, -1.16251, -4.07837], [1.83336, -2.84116, -1.01912], [-0.86761, -1.35719, -0.10364], [-0.75054, -2.30854, 0.53300], [0.12992, 2.65672, -2.47755], [-2.51493, 0.81064, 2.75286], [-1.29823, 0.33830, 3.40392], [-1.46903, -0.64170, 4.49363], [-0.10728, 0.57907, 2.81566], [0.03656, 1.63601, 1.43366], [1.04215, -0.00752, 3.29293], [1.38099, 0.16561, 4.71282], [2.20874, -0.06980, 2.39946], [-3.36519, 0.46696, 3.35527], [-2.61516, 0.37972, 1.74145], [-2.53592, 1.90282, 2.63128], [-0.77964, -1.47777, 4.39281], [-1.34671, -0.17865, 5.48535], [-2.49581, -1.02286, 4.46725], [2.39293, -0.22317, 4.88567], [1.35016, 1.21925, 5.03147], [0.69330, -0.40034, 5.33691], [1.91272, -0.44053, 1.40884], [2.65298, 0.92862, 2.26556], [2.92342, -0.74888, 2.87806]], "homo_lumo_gap_ev": 6.03, "fmax_ev_per_a": 6.23, "charge": 2, "energy_ha": -2228.810716, "relative_energy_kj_mol": 5.9}



No. 2
{"formula": "C10H30ClO10", "method": "the ωB97M-V functional and the def2-TZVPD basis", "symbols": ["Cl", "C", "C", "O", "O", "H", "H", "H", "H", "H", "H", "C", "C", "O", "O", "H", "H", "H", "H", "H", "H", "C", "C", "O", "O", "H", "H", "H", "H", "H", "H", "C", "C", "O", "O", "H", "H", "H", "H", "H", "H", "C", "C", "O", "O", "H", "H", "H", "H", "H", "H"], "xyz": [[-0.79565, 0.42262, 0.00365], [0.82983, -1.23523, 3.35492], [0.71233, -1.77999, 4.75278], [-0.65471, -1.94150, 5.17342], [0.40697, 0.14243, 3.19351], [0.22583, -1.80112, 2.64566], [1.86909, -1.24685, 3.02646], [1.16161, -1.11363, 5.48913], [1.22347, -2.73743, 4.85352], [-0.88931, -1.06598, 5.48970], [0.21529, 0.37463, 2.28195], [3.64379, 3.28974, 0.25931], [2.57643, 2.27596, 0.33951], [1.64664, 2.50965, -0.66799], [4.43158, 3.14831, -0.95766], [4.38251, 3.18938, 1.05449], [3.30636, 4.32315, 0.33875], [1.95366, 2.42299, 1.22191], [2.98503, 1.26652, 0.29282], [0.97437, 1.83097, -0.57282], [4.96662, 2.35124, -0.95988], [-2.98803, 2.79311, -3.12306], [-2.20153, 3.67987, -2.10691], [-2.45313, 3.07969, -0.82428], [-2.38722, 1.53962, -3.42675], [-3.16889, 3.30914, -4.06598], [-4.00480, 2.60430, -2.77864], [-2.57482, 4.70147, -2.03562], [-1.15384, 3.71439, -2.40570], [-1.90817, 2.29956, -0.69772], [-3.07240, 0.99313, -3.81851], [-3.45066, -2.33550, -0.90555], [-2.77132, -2.97416, 0.30326], [-1.92130, -3.99111, -0.09151], [-2.53861, -1.79006, -1.86733], [-4.06555, -1.50455, -0.55983], [-4.07966, -3.06646, -1.41364], [-3.55672, -3.37444, 0.94437], [-2.22427, -2.23615, 0.88993], [-1.43709, -3.67623, -0.85831], [-2.08608, -1.10181, -1.37426], [2.08573, -1.75408, -1.95207], [2.32928, -2.04821, -0.46988], [1.12817, -2.50201, 0.19581], [1.52784, -0.44710, -2.06363], [1.47064, -2.57830, -2.31320], [3.04141, -1.70253, -2.47372], [2.83794, -1.23558, 0.04879], [3.01692, -2.88175, -0.32689], [0.51182, -1.77084, 0.28012], [0.92278, -0.36937, -1.32238]], "homo_lumo_gap_ev": 9.64, "fmax_ev_per_a": 2.56, "charge": -1, "energy_ha": -1611.625577, "relative_energy_kj_mol": 77.0}



No. 3
{"formula": "C4H9N3O", "method": "the ωB97M-V functional and the def2-TZVPD basis", "symbols": ["H", "N", "C", "N", "N", "C", "O", "C", "C", "H", "H", "H", "H", "H", "H", "H", "H"], "xyz": [[-3.13868, -0.24117, -0.18202], [-2.92936, 0.24331, 0.68915], [-1.70303, 0.28516, 0.95480], [-0.66167, -0.18965, 0.19055], [-1.01411, -1.05213, -0.86162], [0.70306, -0.31429, 0.71645], [0.92524, 0.56200, 1.77610], [1.70400, -0.07193, -0.39734], [1.54383, 0.87518, -1.30429], [-1.38287, 0.78087, 1.86350], [-0.43034, -0.86296, -1.67212], [-0.89666, -2.02986, -0.59068], [0.84671, -1.32442, 1.13937], [0.90157, 1.46751, 1.44118], [2.59344, -0.68411, -0.37064], [2.28061, 1.06485, -2.06567], [0.65825, 1.49162, -1.32674]], "homo_lumo_gap_ev": 9.64, "smiles": "[H]/N=C\\N(N)[C@H](O)C=C", "fmax_ev_per_a": 1.02, "energy_ha": -397.249436, "relative_energy_kj_mol": 265.7}



No. 4
{"formula": "C2H8NPS", "method": "the ωB97M-V functional and the def2-TZVPD basis", "symbols": ["C", "S", "P", "C", "N", "H", "H", "H", "H", "H", "H", "H", "H"], "xyz": [[-1.25252, -1.57691, -1.97202], [-0.27875, -0.15774, -1.29885], [0.07760, 1.62961, 0.54642], [-0.06026, 0.41890, 1.84591], [1.69506, 1.56586, 0.24858], [-1.77589, -1.33925, -2.92481], [-1.93185, -1.70117, -1.22020], [-0.46625, -2.44529, -1.98462], [0.37180, 0.87958, 2.72966], [-1.14732, 0.31141, 2.06281], [0.24978, -0.56985, 1.58301], [2.14182, 0.64370, 0.22502], [2.37678, 2.34115, 0.15910]], "homo_lumo_gap_ev": 7.50, "smiles": "CSP(C)N", "fmax_ev_per_a": 2.97, "energy_ha": -875.233456, "relative_energy_kj_mol": 111.4}



No. 5
{"formula": "C16H32CoFO12", "method": "the ωB97M-V functional and the def2-TZVPD basis", "symbols": ["Co", "F", "C", "C", "O", "C", "O", "O", "C", "H", "H", "H", "H", "H", "H", "H", "H", "C", "C", "O", "C", "O", "O", "C", "H", "H", "H", "H", "H", "H", "H", "H", "C", "C", "O", "C", "O", "O", "C", "H", "H", "H", "H", "H", "H", "H", "H", "C", "C", "O", "C", "O", "O", "C", "H", "H", "H", "H", "H", "H", "H", "H"], "xyz": [[-9.26695, -6.75997, -17.48715], [-10.78536, -7.28499, -16.42802], [-13.36064, -7.21139, -18.67810], [-12.79501, -6.59637, -19.93428], [-11.96218, -7.49231, -20.70025], [-10.69127, -7.54736, -20.36940], [-10.21397, -6.99160, -19.38963], [-10.00596, -8.11554, -21.33564], [-8.58036, -8.14375, -21.25617], [-12.59449, -7.63874, -18.02653], [-14.04516, -8.03956, -18.87601], [-13.91416, -6.49609, -18.07069], [-12.31364, -5.64021, -19.72906], [-13.59946, -6.37436, -20.63466], [-8.18948, -8.03722, -22.26861], [-8.23051, -9.10450, -20.88663], [-8.23626, -7.24344, -20.74988], [-5.38577, -10.29806, -19.45982], [-6.39546, -9.76232, -18.47172], [-7.64932, -10.44120, -18.69260], [-8.74179, -9.86730, -18.23089], [-8.81108, -8.78164, -17.67585], [-9.75169, -10.67507, -18.40964], [-11.04488, -10.26863, -17.91466], [-5.20973, -11.36380, -19.31309], [-4.42334, -9.84361, -19.20666], [-5.57448, -10.10084, -20.51185], [-6.54397, -8.68771, -18.60412], [-6.03281, -9.86598, -17.44883], [-11.48959, -9.51503, -18.56396], [-10.97951, -9.78568, -16.93988], [-11.62600, -11.18143, -17.91796], [-13.13167, -2.69819, -15.95664], [-12.18983, -3.75249, -16.47976], [-11.29974, -3.11709, -17.44525], [-10.30657, -3.82500, -17.89273], [-10.04434, -4.96325, -17.52002], [-9.69344, -3.17867, -18.85255], [-8.50602, -3.72281, -19.41987], [-13.76458, -3.09777, -15.16564], [-13.72638, -2.25299, -16.75193], [-12.56418, -1.90902, -15.45897], [-12.71919, -4.57838, -16.94927], [-11.53254, -4.07314, -15.67193], [-7.72042, -3.80594, -18.66927], [-8.19711, -3.06811, -20.22636], [-8.70767, -4.70647, -19.85118], [-7.45465, -6.40287, -9.64303], [-6.52563, -6.75439, -10.77730], [-6.99487, -7.87125, -11.52088], [-6.98961, -7.80124, -12.83758], [-6.42542, -6.98245, -13.52136], [-7.70346, -8.82290, -13.30646], [-7.85057, -8.92236, -14.71047], [-7.51041, -7.12539, -8.82702], [-8.46720, -6.22749, -10.01136], [-7.14369, -5.48383, -9.14241], [-5.50836, -6.89314, -10.40709], [-6.45920, -5.88652, -11.43635], [-6.88705, -8.75316, -15.19904], [-8.57245, -8.16645, -15.02456], [-8.17287, -9.93643, -14.92697]], "s2": 3.756, "homo_lumo_gap_ev": [9.53, 8.90], "fmax_ev_per_a": 3.06, "charge": 1, "spin_multiplicity": 4, "energy_ha": -3014.190169}